1.
{"formula": "C11H14N2O3", "method": "wB97M-V/def2-TZVPD", "species": ["C", "O", "C", "O", "C", "C", "C", "N", "C", "O", "C", "C", "C", "C", "C", "N", "H", "H", "H", "H", "H", "H", "H", "H", "H", "H", "H", "H", "H", "H"], "xyz": [[-0.34145, -2.43895, -0.69343], [0.81791, -1.66981, -0.97713], [1.52912, -1.22495, 0.06401], [1.23630, -1.43166, 1.21318], [2.75202, -0.46684, -0.40245], [3.12727, 0.64118, 0.58086], [2.21251, 1.85865, 0.41454], [0.82291, 1.51049, 0.55486], [-0.00593, 1.39019, -0.49868], [0.28475, 1.68803, -1.64343], [-1.35378, 0.85199, -0.12593], [-2.30116, 0.61500, -1.11658], [-3.52355, 0.08073, -0.74608], [-3.75108, -0.19406, 0.59360], [-2.74122, 0.08519, 1.50480], [-1.57355, 0.59235, 1.15969], [-0.78491, -2.11848, 0.25146], [-1.03416, -2.27914, -1.51668], [-0.07508, -3.49580, -0.62493], [2.55815, -0.06880, -1.39842], [3.56451, -1.19414, -0.47335], [3.03775, 0.24983, 1.59634], [4.15891, 0.95331, 0.41702], [2.47130, 2.62211, 1.15463], [2.32687, 2.27839, -0.58878], [0.48596, 1.15150, 1.43862], [-2.05659, 0.85155, -2.14008], [-4.28513, -0.11834, -1.48631], [-4.68831, -0.61200, 0.92668], [-2.87034, -0.10750, 2.56199]], "e_homo_ev": -9.45, "smiles": "COC(=O)CCCNC(=O)c1ccccn1", "e_tot_ha": -762.8389, "gap_ha": 0.36383}

2.
{"formula": "C18H20FMnN2O6PS", "method": "wB97M-V/def2-TZVPD", "species": ["Mn", "C", "C", "C", "C", "C", "C", "C", "F", "C", "C", "C", "O", "C", "C", "N", "C", "C", "O", "O", "H", "H", "H", "H", "H", "H", "H", "H", "H", "H", "H", "C", "O", "P", "O", "C", "O", "C", "H", "H", "H", "H", "H", "H", "H", "H", "H", "S", "C", "N"], "xyz": [[-1.08795, -3.19838, 0.95107], [4.73997, 1.58242, 0.03328], [3.34306, 2.15801, 0.23364], [3.02935, 3.33612, -0.67758], [3.00462, 2.89788, -2.13612], [2.10214, 1.70405, -2.31887], [1.54607, 1.42343, -3.54547], [0.71354, 0.31970, -3.70166], [0.19497, 0.08218, -4.91811], [0.40756, -0.51009, -2.66382], [0.95047, -0.24025, -1.40180], [0.60466, -1.11431, -0.27916], [-0.14415, -2.10073, -0.51271], [1.16269, -0.76930, 0.98206], [2.00618, 0.30643, 1.05036], [2.32880, 1.10434, 0.02801], [1.80157, 0.85892, -1.23212], [0.93872, -1.48348, 2.31551], [1.60477, -1.11212, 3.26699], [0.03569, -2.39826, 2.35370], [5.48995, 2.36053, 0.17924], [4.85891, 1.16790, -0.96850], [4.92704, 0.78428, 0.75203], [3.23502, 2.47648, 1.27054], [3.77429, 4.11588, -0.51944], [2.05623, 3.74858, -0.40000], [4.01576, 2.64730, -2.46782], [2.66421, 3.71438, -2.77297], [1.74439, 2.05772, -4.40061], [-0.23782, -1.36638, -2.79734], [2.45347, 0.53284, 2.01116], [-5.67809, -0.73138, 2.17206], [-4.44624, -0.24824, 1.61115], [-3.08719, -1.03624, 2.01657], [-2.02875, 0.02306, 1.38179], [-1.54194, 1.04213, 2.26407], [-2.99600, -2.13973, 0.78197], [-3.35620, -1.80674, -0.58748], [-6.47909, -0.18568, 1.68193], [-5.71329, -0.54130, 3.24490], [-5.80943, -1.79821, 1.98620], [-0.85874, 1.65786, 1.68397], [-1.00570, 0.60022, 3.10607], [-2.35778, 1.66786, 2.62901], [-3.79083, -2.70838, -1.01233], [-2.46427, -1.50986, -1.13271], [-4.08316, -0.99992, -0.58741], [-1.37674, -5.60522, 0.59632], [-3.02768, -5.43573, 0.32596], [-4.16311, -5.33057, 0.12448]], "e_homo_ev": [-8.22, -8.41], "multiplicity": 6, "e_tot_ha": -3249.4462, "gap_ha": [0.28111, 0.28603], "s_squared": 8.76}

3.
{"formula": "C21H26ClIN3O3PdSi2", "method": "wB97M-V/def2-TZVPD", "species": ["Pd", "C", "O", "C", "O", "N", "N", "H", "H", "H", "H", "H", "H", "C", "Si", "C", "C", "C", "C", "C", "C", "C", "Si", "C", "C", "H", "H", "H", "H", "H", "H", "H", "H", "H", "H", "H", "H", "H", "H", "H", "H", "Cl", "C", "C", "C", "I", "C", "O", "C", "N", "C", "C", "C", "C", "H", "H", "H", "H"], "xyz": [[-15.09431, -2.87148, -5.03343], [-19.30998, -5.64691, -6.92993], [-19.27461, -5.59223, -5.47100], [-18.12815, -5.53784, -4.77876], [-18.03714, -5.67409, -3.53386], [-16.95485, -5.27376, -5.55849], [-15.79399, -4.89229, -4.76200], [-18.40138, -5.25241, -7.33352], [-20.15890, -4.98320, -7.20265], [-19.54644, -6.66220, -7.28053], [-17.21554, -4.51461, -6.24174], [-14.96132, -5.43692, -4.96597], [-16.01925, -5.03459, -3.75792], [-16.72286, -3.30836, -1.61628], [-16.08853, -2.16887, -3.02681], [-17.56612, -1.27677, -3.78844], [-14.91473, -0.92557, -2.25897], [-15.28843, -0.15202, -1.15034], [-14.30825, 0.63997, -0.54487], [-12.99243, 0.63406, -0.99757], [-12.68084, -0.16998, -2.07177], [-13.61844, -0.82623, -2.80008], [-13.24996, -2.30165, -3.79081], [-12.67820, -3.75158, -2.56943], [-11.90931, -2.21714, -5.08969], [-16.15015, -4.27789, -1.47970], [-17.73624, -3.67688, -1.66926], [-16.77359, -2.79187, -0.66536], [-17.32031, -0.22846, -3.86523], [-18.60958, -1.26213, -3.27414], [-17.73453, -1.69616, -4.79085], [-16.30403, -0.20708, -0.71066], [-14.68154, 1.29746, 0.28048], [-12.23323, 1.27785, -0.57492], [-11.63302, -0.21037, -2.48078], [-11.87366, -3.24931, -1.99505], [-12.13718, -4.40655, -3.30371], [-13.40499, -4.27071, -1.94361], [-12.12848, -1.52309, -5.90744], [-11.89767, -3.25465, -5.41304], [-10.95324, -1.93004, -4.63189], [-13.37308, -0.16180, -11.31637], [-13.99981, -1.27143, -10.07589], [-14.09142, -2.60260, -10.40315], [-14.42482, -3.52948, -9.35458], [-14.33580, -5.54319, -9.76761], [-14.63696, -3.12624, -7.99564], [-14.91528, -3.97065, -7.07039], [-14.68079, -1.73010, -7.72682], [-15.07356, -1.36524, -6.49639], [-15.29247, -0.03636, -6.28225], [-15.08043, 0.91118, -7.28865], [-14.62334, 0.55363, -8.55011], [-14.42653, -0.80649, -8.77343], [-13.82786, -2.91392, -11.42662], [-15.66280, 0.28332, -5.29181], [-15.12179, 1.95357, -6.94905], [-14.41081, 1.25703, -9.33596]], "e_homo_ev": [-8.53, -11.78], "multiplicity": 5, "e_tot_ha": -2670.1811, "gap_ha": [0.19201, 0.18085], "total_charge": 1, "s_squared": 6.06}